(1)
The following is a DFT calculation (wB97M-V/def2-TZVPD) of 2 unconnected molecules or ions with the total composition C2H7N3O2 at a distorted geometry.

```
14
Properties=species:S:1:pos:R:3:forces:R:3
C -0.383 1.368 0.269 0.10 3.47 -2.42
C 0.461 -0.566 1.087 1.86 -1.28 2.61
N 1.392 0.297 -0.805 0.31 0.11 1.74
N 0.741 0.543 0.302 1.83 -0.03 -0.45
N -1.007 -1.775 -1.487 -1.64 -2.06 -1.40
O -1.824 -1.739 -0.606 0.60 0.89 0.57
O 0.030 -1.156 -1.616 0.72 0.76 -0.27
H -1.098 1.242 1.037 -0.25 -0.16 1.13
H -0.031 2.480 0.179 -1.10 -1.93 -0.13
H -0.802 0.918 -0.641 -1.13 1.09 -0.23
H 1.232 -1.285 0.897 1.00 -0.29 0.66
H 0.336 -0.292 2.189 0.00 -0.58 -1.67
H -0.324 -1.122 0.637 -1.94 -0.09 -0.07
H 1.280 1.087 -1.441 -0.36 0.10 -0.07
```
Forces are in eV/Å.

Values from the calculation:
- Calculated total energy: -394.90597 a.u.
- Energy above the lowest of the compared OMol25 structures with the same formula, charge and spin: 187.6 kcal per mole
- Gap between HOMO and LUMO (alpha / beta): 8.791 / 6.346 eV
- LUMO level (alpha / beta): -0.02 / -1.17 eV
- Maximum force: 4.24 eV/Å
- Highest occupied orbital energy (alpha / beta): -8.81 / -7.52 eV

***

(2)
The following is a DFT calculation (wB97M-V/def2-TZVPD) of 2 unconnected molecules or ions with the total composition C4H5NO3 at a distorted geometry.

```
13
Properties=species:S:1:pos:R:3:forces:R:3
C 1.801 -0.382 0.234 0.47 -0.02 -0.08
O 0.510 0.178 0.508 0.01 0.94 -1.01
C -0.027 0.895 -0.502 -1.51 -1.42 0.94
N 0.025 1.180 -1.711 0.09 0.44 0.55
C -1.338 1.389 -0.833 1.10 0.39 -0.69
H 2.030 -0.279 -0.828 0.03 -0.11 0.09
H 2.544 0.154 0.827 -0.04 -0.05 -0.08
H 1.781 -1.433 0.532 -0.03 0.20 -0.10
H -1.593 2.408 -0.581 0.05 0.17 -0.12
H -2.151 0.779 -1.199 0.09 -0.27 0.32
O -2.082 -0.930 0.956 0.35 0.47 0.57
C -1.146 -1.564 1.224 -1.37 -0.95 -0.98
O -0.355 -2.395 1.373 0.77 0.21 0.57
```
Forces are in eV/Å.

Values from the calculation:
- Structure (SMILES): COC1=NC1.O=C=O
- Calculated total energy: -435.83429 a.u.
- Energy above the lowest of the compared OMol25 structures with the same formula, charge and spin: 54.1 kcal per mole
- Gap between HOMO and LUMO: 10.902 eV
- LUMO level: 0.62 eV
- Maximum force: 2.27 eV/Å
- Highest occupied orbital energy: -10.28 eV

***

(3)
The following is a DFT calculation (wB97M-V/def2-TZVPD) of 2 unconnected molecules or ions with the total composition C4H4 at a distorted geometry.

```
8
Properties=species:S:1:pos:R:3:forces:R:3
C -3.997 -0.288 -0.005 -5.47 -6.26 5.78
C -3.377 0.426 -0.677 7.70 6.38 -4.99
C -1.045 0.506 0.447 -1.64 -2.35 -0.32
C 0.073 -0.181 -0.208 0.38 -0.02 0.22
H -1.524 -0.218 1.124 -0.33 1.25 0.47
H 0.802 -0.599 0.648 -1.45 1.10 -1.84
H 0.552 0.436 -0.999 0.05 -0.81 0.59
H -0.471 -1.083 -0.627 0.75 0.70 0.10
```
Forces are in eV/Å.

Values from the calculation:
- Calculated total energy: -154.35881 a.u.
- Energy above the lowest of the compared OMol25 structures with the same formula, charge and spin: 226.9 kcal per mole
- Gap between HOMO and LUMO (alpha / beta): 7.396 / 7.608 eV
- LUMO level (alpha / beta): -2.55 / -2.11 eV
- Maximum force: 11.18 eV/Å
- Highest occupied orbital energy (alpha / beta): -9.95 / -9.71 eV

***

(4)
The following is a DFT calculation (wB97M-V/def2-TZVPD) of C4H7ClN2 in the gas phase at a distorted geometry.

```
14
Properties=species:S:1:pos:R:3:forces:R:3
Cl -3.041 0.458 -0.122 -0.91 0.14 0.35
C -1.506 -0.350 -0.329 0.45 0.21 -3.75
C -0.427 0.201 0.510 1.81 -0.81 0.16
C 0.365 1.430 0.180 -0.21 2.15 -0.35
N 1.571 1.337 -0.221 -1.02 -3.43 -0.89
N 1.623 -0.096 -0.506 4.41 -0.23 -2.19
C 0.705 -0.840 0.313 1.35 -1.24 0.51
H -1.199 -0.040 -1.449 -0.71 -1.61 2.21
H -1.523 -1.468 -0.106 -0.77 1.66 -0.72
H -0.842 0.320 1.480 0.08 -0.21 1.33
H -0.002 2.436 0.110 -0.56 0.36 0.79
H 2.628 -0.542 -0.795 -3.33 1.81 1.58
H 1.315 -1.079 1.256 -1.55 -0.39 -0.81
H 0.332 -1.767 -0.322 0.98 1.59 1.77
```
Forces are in eV/Å.

Values from the calculation:
- Structure (SMILES): ClC[C@@H]1C=NNC1
- Calculated total energy: -726.21452 a.u.
- Energy above the lowest of the compared OMol25 structures with the same formula, charge and spin: 79.1 kcal per mole
- Gap between HOMO and LUMO: 9.227 eV
- LUMO level: 0.84 eV
- Maximum force: 4.93 eV/Å
- Highest occupied orbital energy: -8.39 eV

***

(5)
The following is a DFT calculation (wB97M-V/def2-TZVPD) of C3H3NS in the gas phase at a distorted geometry.

```
8
Properties=species:S:1:pos:R:3:forces:R:3
C 0.164 0.079 -0.001 -0.29 -0.01 0.00
C 1.650 0.080 -0.001 0.16 1.74 0.00
S 2.567 1.431 0.000 -0.37 -0.57 0.00
C 2.302 -1.171 0.000 0.45 -0.75 0.00
N 2.862 -2.173 0.000 0.03 -0.28 0.00
H -0.208 -0.440 0.884 -0.01 -0.05 0.01
H -0.209 -0.462 -0.872 -0.02 -0.05 -0.02
H -0.215 1.098 -0.012 0.04 -0.04 0.00
```
Forces are in eV/Å.

Values from the calculation:
- Structure (SMILES): CC(=S)C#N
- Calculated total energy: -569.01758 a.u.
- Energy above the lowest of the compared OMol25 structures with the same formula, charge and spin: 0.0 kcal per mole
- Gap between HOMO and LUMO: 8.129 eV
- LUMO level: -1.49 eV
- Maximum force: 1.75 eV/Å
- Highest occupied orbital energy: -9.62 eV

***

(6)
The following is a DFT calculation (wB97M-V/def2-TZVPD) of a molecular structure, C20H16ClN5O6S3Ti at a distorted geometry.

```
52
Properties=species:S:1:pos:R:3:forces:R:3
Ti -0.653 -0.212 0.317 0.88 -1.16 0.20
O 1.889 0.366 5.451 0.17 0.18 -0.28
C 2.644 0.994 4.553 -0.16 -0.04 0.36
O 3.659 1.551 4.856 0.11 0.02 -0.08
C 2.167 0.981 3.131 0.00 -0.07 0.16
C 2.838 1.543 2.058 0.23 0.28 -0.32
Cl 4.270 2.433 2.108 0.02 -0.01 0.16
N 2.132 1.318 0.913 -0.07 -0.19 -0.43
N 1.018 0.631 1.241 0.43 0.40 0.06
C 1.027 0.428 2.547 -0.32 -0.19 0.06
C -0.156 -0.352 3.069 -0.22 -0.02 -0.65
O -0.282 -0.632 4.231 -0.03 -0.03 0.23
O -1.017 -0.684 2.113 0.49 0.21 0.90
C 2.418 1.545 -0.504 -0.03 -0.05 0.60
C 1.477 1.173 -1.457 -0.19 0.09 0.16
C 1.721 1.308 -2.808 0.10 0.06 -0.10
C 2.932 1.827 -3.243 -0.04 -0.01 -0.01
C 3.866 2.218 -2.301 0.01 0.02 0.03
C 3.619 2.081 -0.940 0.14 0.02 -0.08
H 1.069 -0.009 5.062 -0.10 -0.12 0.07
H 0.501 0.797 -1.197 0.03 0.13 -0.08
H 0.952 1.018 -3.511 0.00 0.01 -0.01
H 3.134 1.940 -4.300 -0.01 0.01 0.03
H 4.810 2.644 -2.614 -0.01 -0.02 0.00
H 4.376 2.398 -0.249 0.02 -0.03 -0.01
O -1.399 1.760 0.557 -0.17 0.25 -0.56
S -2.430 1.723 -0.529 0.28 -0.04 0.04
O -2.454 2.802 -1.444 -0.02 0.05 -0.05
N -2.054 0.227 -1.144 -0.57 0.07 0.08
C -2.799 -0.702 -0.439 -0.94 0.74 -0.46
S -2.209 -2.223 -0.304 -0.09 -0.42 -0.01
C -3.986 -0.099 0.252 0.53 -0.21 -0.39
C -5.019 -0.723 0.910 -0.26 -0.08 0.16
C -6.008 0.083 1.473 0.06 -0.04 -0.04
C -5.951 1.471 1.387 -0.08 0.01 0.03
C -4.894 2.109 0.746 -0.05 -0.13 0.01
C -3.943 1.284 0.187 -0.16 0.29 0.19
H -5.056 -1.802 0.983 -0.02 0.01 0.00
H -6.840 -0.380 1.988 0.02 0.01 -0.01
H -6.736 2.068 1.831 0.01 -0.04 0.00
H -4.825 3.187 0.691 0.01 -0.03 -0.01
C 2.117 -3.678 -3.580 0.00 0.09 0.04
N 1.968 -2.779 -2.443 0.01 0.04 0.06
C 1.186 -3.002 -1.396 -0.10 -0.06 -0.16
N 0.418 -4.087 -1.399 -0.09 0.15 0.25
S 1.271 -1.914 -0.055 0.09 -0.08 -0.07
H 2.768 -3.204 -4.308 0.03 -0.01 0.01
H 1.158 -3.860 -4.065 -0.02 0.02 0.02
H 2.562 -4.626 -3.276 0.00 -0.02 0.01
H 2.560 -1.967 -2.363 -0.01 0.00 -0.07
H 0.357 -4.710 -2.186 0.04 -0.03 -0.03
H -0.174 -4.261 -0.604 0.05 -0.01 -0.01
```
Forces are in eV/Å.

Values from the calculation:
- Expectation value of S²: 0.76
- Calculated total energy: -4001.11025 a.u.
- Energy above the lowest of the compared OMol25 structures with the same formula, charge and spin: 24.6 kcal per mole
- Net charge: +1
- Gap between HOMO and LUMO (alpha / beta): 7.251 / 7.797 eV
- LUMO level (alpha / beta): -4.21 / -4.37 eV
- 2S+1: 2
- Maximum force: 1.47 eV/Å
- Highest occupied orbital energy (alpha / beta): -11.46 / -12.16 eV

***

(7)
The following is a DFT calculation (wB97M-V/def2-TZVPD) of a molecular structure, C21H49HgN2O5S2 at a distorted geometry.

```
80
Properties=species:S:1:pos:R:3:forces:R:3
Hg -0.008 4.809 3.772 -0.42 -1.73 -1.07
C -0.635 1.754 2.225 0.62 0.76 2.25
O -0.693 3.153 2.176 0.38 0.96 -0.08
H 0.361 1.315 2.285 0.35 0.23 -0.29
H -1.178 1.426 3.111 -0.41 -0.46 -0.35
H -1.073 1.424 1.283 -0.47 0.11 -0.43
C -2.057 -2.283 -5.329 0.80 -0.07 0.92
C -2.357 -1.444 -4.065 -0.23 0.19 -0.81
N -2.114 -2.077 -2.767 -0.74 0.73 0.47
C -2.679 -1.204 -1.710 0.53 -0.05 1.21
C -2.060 0.182 -1.593 0.59 0.57 -1.45
C -2.782 -3.371 -2.782 0.93 -0.63 0.22
C -2.696 -4.158 -1.483 0.00 0.02 -0.24
H -1.961 -1.651 -6.212 -0.25 0.02 0.10
H -2.746 -3.107 -5.514 -0.23 0.32 0.00
H -1.086 -2.752 -5.171 0.23 -0.06 -0.17
H -1.788 -0.515 -4.109 0.12 -0.12 -0.11
H -3.407 -1.156 -4.117 -0.44 0.22 -0.01
H -3.759 -1.060 -1.748 -0.45 -0.05 -0.73
H -2.582 -1.664 -0.727 0.40 -0.54 -0.08
H -2.258 0.690 -2.537 -0.37 0.48 0.14
H -2.403 0.832 -0.788 -0.52 -0.36 0.09
H -0.971 0.242 -1.579 0.29 -0.70 0.31
H -2.239 -3.925 -3.548 -0.31 -0.21 -0.01
H -3.834 -3.320 -3.063 -0.32 0.26 -0.29
H -3.484 -3.828 -0.805 0.21 -0.14 0.28
H -1.705 -4.078 -1.036 -0.04 0.19 0.15
H -2.840 -5.214 -1.711 -0.21 -0.01 0.10
C 6.421 -0.258 -1.313 -0.26 0.82 0.16
C 4.933 -0.596 -0.996 1.82 -0.41 0.45
N 4.512 -0.219 0.389 -1.07 -0.07 -1.38
C 5.043 -1.089 1.433 0.54 0.86 0.68
C 4.793 -0.527 2.876 0.44 0.14 -0.77
C 3.054 -0.126 0.415 -0.57 -0.34 -0.25
C 2.285 -1.462 0.087 0.89 0.14 0.75
H 7.172 -0.648 -0.626 -0.31 -0.18 0.20
H 6.536 0.826 -1.314 0.00 0.14 0.24
H 6.768 -0.537 -2.308 -0.49 -0.43 -0.08
H 4.327 -0.128 -1.771 -0.26 0.20 0.42
H 4.830 -1.674 -1.120 -0.23 -0.30 -0.05
H 4.686 -2.117 1.382 -0.19 -0.22 -0.18
H 6.108 -1.104 1.201 0.10 -0.26 0.50
H 3.735 -0.364 3.081 -0.01 -0.20 0.01
H 5.213 -1.146 3.669 -0.10 -0.38 -0.26
H 5.293 0.433 3.003 -0.05 0.14 -0.25
H 2.700 0.652 -0.260 0.32 0.04 -0.35
H 2.786 0.270 1.395 -0.26 -0.37 0.19
H 1.208 -1.371 0.228 0.04 0.07 -0.08
H 2.667 -2.230 0.759 -0.31 -0.04 0.38
H 2.501 -1.916 -0.881 -0.14 0.65 -0.31
C -1.095 -2.518 3.164 -1.18 0.74 0.58
C 0.407 -2.495 3.304 1.07 0.43 -0.56
C 0.835 -2.494 4.755 -2.15 0.44 0.20
S -0.382 -1.294 5.512 0.89 -2.33 1.08
O 0.180 0.043 5.306 -0.89 -0.45 0.28
O -0.770 -1.847 6.833 0.51 1.70 -2.10
C -1.720 -1.617 4.284 0.65 -0.27 0.41
H -1.476 -3.539 3.197 -0.06 0.05 0.42
H -1.494 -2.110 2.236 0.52 -0.11 -0.31
H 0.801 -1.575 2.873 0.14 -0.05 -0.43
H 0.865 -3.362 2.828 0.02 0.19 -0.33
H 1.870 -2.198 4.928 -0.27 -0.20 0.26
H 0.474 -3.439 5.159 0.73 -0.08 0.54
H -2.000 -0.607 3.984 -0.15 -0.21 -0.32
H -2.549 -2.114 4.788 0.13 0.23 0.13
C -1.132 5.315 -1.281 1.56 0.67 0.23
C -1.849 6.373 -2.111 -1.67 -1.08 -0.15
C -3.346 6.111 -1.743 0.02 -1.52 0.49
S -3.484 4.230 -1.770 -0.45 -0.55 -0.62
O -3.861 3.808 -3.123 0.49 0.60 1.60
O -4.214 3.695 -0.617 0.64 0.83 -1.02
C -1.715 3.915 -1.489 -0.01 1.38 0.36
H -1.046 5.627 -0.240 -0.38 -0.20 0.22
H -0.102 5.260 -1.633 0.19 0.14 0.11
H -1.624 6.057 -3.130 -0.39 0.62 -0.36
H -1.560 7.408 -1.929 0.11 -0.22 0.00
H -4.251 6.414 -2.270 0.58 0.37 -0.62
H -3.524 6.358 -0.697 0.15 0.08 0.12
H -1.183 3.525 -2.357 -0.62 -0.64 0.12
H -1.594 3.384 -0.545 -0.14 -0.52 -0.48
```
Forces are in eV/Å.

Values from the calculation:
- Calculated total energy: -2264.50793 a.u.
- Net charge: +1
- Gap between HOMO and LUMO: 1.786 eV
- LUMO level: -8.71 eV
- Maximum force: 2.75 eV/Å
- Highest occupied orbital energy: -10.49 eV

***

(8)
The following is a DFT calculation (wB97M-V/def2-TZVPD) of 2 unconnected molecules or ions with the total composition C3H10S at a distorted geometry.

```
14
Properties=species:S:1:pos:R:3:forces:R:3
C -0.577 -2.505 1.989 1.09 0.41 0.61
H -0.071 -3.436 1.769 -0.08 -0.37 0.30
H 0.033 -1.932 2.739 -1.16 -0.90 0.06
H -0.372 -1.913 1.135 -0.31 0.66 -1.39
H -1.654 -2.642 2.127 0.47 0.23 0.39
C -0.064 2.165 -0.010 -1.71 0.75 -0.30
S -0.860 1.613 -1.564 3.41 -2.34 0.67
C 0.595 0.503 -2.110 -1.01 2.34 -0.81
H 0.256 1.441 0.758 -0.38 -0.19 -0.79
H 0.731 2.868 -0.225 0.36 0.01 -0.41
H -0.915 2.768 0.298 0.25 0.20 1.01
H 0.428 -0.341 -2.696 -1.45 -1.26 -1.14
H 1.356 0.205 -1.460 0.48 -0.01 2.31
H 1.112 1.204 -2.753 0.05 0.47 -0.53
```
Forces are in eV/Å.

Values from the calculation:
- Expectation value of S²: 0.75
- Calculated total energy: -518.10993 a.u.
- Energy above the lowest of the compared OMol25 structures with the same formula, charge and spin: 24.8 kcal per mole
- Net charge: +1
- Gap between HOMO and LUMO (alpha / beta): 11.201 / 6.826 eV
- LUMO level (alpha / beta): -4.45 / -8.82 eV
- 2S+1: 2
- Maximum force: 4.19 eV/Å
- Highest occupied orbital energy (alpha / beta): -15.65 / -15.65 eV